Record 1
{
  "formula": "C3H6N2S2",
  "method": "ωB97M-V/def2-TZVPD",
  "total_charge": 0,
  "e_tot_ha": -1023.69074,
  "symbols": ["C", "C", "C", "H", "H", "H", "H", "H", "H", "N", "N", "S", "S"],
  "coordinates": [[0.889, -0.312, -0.076], [-0.155, -0.064, 1.029], [-1.379, 0.083, 0.142], [2.564, 0.716, 0.674], [2.490, 0.194, -1.034], [-0.021, -1.667, -0.776], [0.074, 0.758, 1.840], [-0.439, -1.026, 1.513], [-2.722, 1.318, -1.373], [1.807, 0.832, -0.386], [0.851, -1.274, -0.947], [-1.711, 1.669, -0.386], [-2.247, -1.226, -0.218]]
}

Record 2
{
  "formula": "C38H52CaN3OP2",
  "method": "ωB97M-V/def2-TZVPD",
  "total_charge": 1,
  "e_tot_ha": -3078.78482,
  "symbols": ["C", "C", "C", "C", "C", "H", "H", "H", "N", "P", "P", "C", "H", "H", "C", "O", "C", "H", "C", "C", "C", "C", "C", "H", "H", "H", "C", "H", "H", "H", "C", "H", "H", "H", "C", "H", "H", "H", "C", "H", "H", "H", "C", "H", "H", "H", "C", "H", "H", "H", "C", "H", "H", "H", "C", "H", "H", "H", "C", "H", "H", "H", "C", "H", "H", "H", "C", "H", "H", "H", "Ca", "N", "C", "C", "C", "C", "C", "H", "C", "H", "C", "H", "H", "H", "N", "C", "C", "C", "C", "C", "C", "C", "H", "H", "H", "H", "H"],
  "coordinates": [[-0.193, 0.684, -2.953], [0.300, -1.534, -2.354], [-0.068, 0.374, -4.296], [0.465, -1.896, -3.670], [0.252, -0.924, -4.649], [-0.202, 1.166, -5.011], [0.750, -2.914, -3.908], [0.351, -1.191, -5.693], [-0.086, -0.288, -2.068], [0.483, 2.533, -0.820], [-0.586, -2.386, 0.319], [-0.401, 2.115, -2.412], [-0.097, 2.844, -3.182], [-1.480, 2.276, -2.224], [-0.044, 0.761, 2.200], [0.014, 1.013, 3.321], [0.678, -2.418, -1.176], [0.812, -3.464, -1.484], [0.214, -3.293, 1.707], [-2.196, -2.991, -0.317], [2.301, 2.634, -1.155], [-0.331, 3.996, -0.104], [0.827, -2.341, 2.774], [0.050, -1.896, 3.410], [1.475, -2.955, 3.424], [1.439, -1.537, 2.353], [-0.889, -4.087, 2.407], [-1.615, -3.428, 2.895], [-1.415, -4.764, 1.732], [-0.418, -4.689, 3.190], [1.310, -4.222, 1.169], [1.420, -5.061, 1.867], [1.076, -4.640, 0.188], [2.283, -3.720, 1.111], [-3.247, -2.818, 0.815], [-2.948, -2.060, 1.546], [-4.184, -2.486, 0.360], [-3.447, -3.764, 1.330], [-2.682, -2.168, -1.536], [-2.528, -1.092, -1.412], [-2.204, -2.498, -2.461], [-3.760, -2.340, -1.634], [-2.014, -4.457, -0.738], [-0.986, -4.810, -0.656], [-2.668, -5.120, -0.156], [-2.326, -4.555, -1.784], [0.282, 4.283, 1.290], [-0.487, 4.756, 1.913], [0.605, 3.369, 1.806], [1.128, 4.975, 1.224], [-1.835, 3.760, 0.075], [-2.330, 3.342, -0.802], [-2.040, 3.108, 0.913], [-2.307, 4.727, 0.294], [-0.134, 5.151, -1.083], [-1.067, 5.725, -1.128], [0.647, 5.846, -0.751], [0.091, 4.818, -2.097], [2.844, 1.320, -1.772], [3.390, 1.508, -2.702], [3.504, 0.819, -1.065], [2.057, 0.614, -2.006], [3.005, 2.836, 0.203], [2.631, 2.123, 0.953], [4.076, 2.639, 0.072], [2.894, 3.854, 0.585], [2.586, 3.780, -2.119], [2.091, 3.641, -3.085], [2.320, 4.755, -1.709], [3.669, 3.791, -2.304], [-0.276, 0.166, 0.051], [1.870, -0.670, 0.112], [1.996, -1.740, -0.565], [3.343, -2.371, -0.839], [4.337, -2.090, 0.091], [3.587, -3.167, -1.955], [5.615, -2.632, -0.090], [4.102, -1.447, 0.945], [4.865, -3.701, -2.130], [2.802, -3.368, -2.680], [5.881, -3.439, -1.201], [6.395, -2.423, 0.641], [5.064, -4.324, -3.001], [6.875, -3.863, -1.347], [-2.518, 0.696, 0.944], [-3.154, 1.280, 1.721], [-3.863, 2.043, 2.679], [-3.745, 3.454, 2.829], [-4.478, 4.166, 3.789], [-5.335, 3.502, 4.657], [-5.448, 2.108, 4.554], [-4.734, 1.393, 3.581], [-3.085, 4.075, 2.215], [-4.361, 5.257, 3.843], [-5.893, 4.071, 5.398], [-6.103, 1.588, 5.257], [-4.844, 0.306, 3.534]]
}

Record 3
{
  "formula": "C12H21N3",
  "method": "ωB97M-V/def2-TZVPD",
  "total_charge": 0,
  "smiles": "CCCC#N.CCCC#N.CCCC#N",
  "e_tot_ha": -634.03235,
  "symbols": ["C", "C", "C", "C", "N", "H", "H", "H", "H", "H", "H", "H", "C", "C", "C", "C", "N", "H", "H", "H", "H", "H", "H", "H", "C", "C", "C", "C", "N", "H", "H", "H", "H", "H", "H", "H"],
  "coordinates": [[3.718, 0.851, -2.527], [4.898, -0.174, -2.514], [4.536, -1.430, -1.733], [3.764, -2.443, -2.374], [3.150, -3.236, -2.973], [3.943, 1.668, -3.213], [3.478, 1.198, -1.522], [2.806, 0.386, -2.903], [5.677, 0.314, -1.929], [5.281, -0.473, -3.490], [4.256, -1.063, -0.746], [5.452, -2.014, -1.642], [-1.795, 1.454, 3.486], [-3.151, 0.779, 3.704], [-4.403, 1.504, 3.227], [-4.658, 1.323, 1.770], [-4.870, 1.226, 0.623], [-1.626, 2.350, 4.083], [-1.790, 1.928, 2.504], [-0.919, 0.805, 3.461], [-3.297, 0.636, 4.774], [-3.120, -0.206, 3.239], [-4.437, 2.575, 3.427], [-5.188, 1.117, 3.877], [0.255, -0.582, -1.535], [-0.652, -0.292, -0.295], [-2.100, -0.684, -0.356], [-2.433, -1.840, -1.246], [-2.706, -2.664, -1.989], [-0.058, -1.478, -2.070], [1.221, -0.856, -1.110], [0.396, 0.197, -2.285], [-0.359, 0.698, 0.054], [-0.253, -0.884, 0.528], [-2.513, 0.129, -0.953], [-2.500, -0.823, 0.648]]
}

Record 4
{
  "formula": "C4H7O2Rb",
  "method": "ωB97M-V/def2-TZVPD",
  "total_charge": 0,
  "e_tot_ha": -330.89584,
  "symbols": ["H", "O", "Rb", "C", "O", "C", "C", "C", "H", "H", "H", "H", "H", "H"],
  "coordinates": [[0.446, -1.066, 0.621], [0.460, 0.801, -0.230], [-2.199, 1.295, 3.392], [-0.512, 0.006, 0.280], [-1.628, 0.073, -0.410], [-2.724, 0.777, 0.329], [0.977, -0.495, -0.601], [2.472, -0.582, -0.442], [-2.951, 1.661, -0.297], [-3.582, 0.088, 0.221], [0.671, -0.716, -1.633], [2.787, -0.262, 0.560], [2.801, -1.620, -0.599], [2.981, 0.040, -1.191]]
}

no.,highest occupied orbital energy (hartree),gap between HOMO and LUMO (eV)
1,-0.328,8.40
2,-0.340,6.36
3,-0.404,11.47
4,-0.222,5.30